Density functional theory data (ωB97M-V with the def2-TZVPD basis set) for a molecular structure, C27H56AlBr2NO12P at a distorted geometry.

Geometry as ORCA input:
```
! RIJCOSX wB97M-V def2-TZVPD def2/J DEFGRID3
* xyz -1 1
Br 5.113 5.856 1.025
Br 4.335 1.401 0.223
P 1.323 5.195 2.088
Al 3.056 3.596 2.430
O -2.656 -5.020 -1.200
O -10.853 -3.316 0.420
O 2.013 2.176 6.344
O 3.854 -2.025 -3.215
O -8.926 -3.458 -0.612
O 1.786 -2.547 2.984
O -0.202 -1.813 2.465
O 3.303 0.885 5.212
O 2.251 4.759 -2.177
O 2.241 -2.716 -1.910
O -4.108 -3.372 -1.172
O 4.038 4.130 -3.269
N 0.025 4.884 2.991
C 2.334 1.842 3.104
C -3.917 -4.552 -1.150
C -7.495 -1.991 -1.937
C 4.147 3.300 0.699
C 2.839 -1.754 -2.637
C 4.146 2.916 6.160
C 5.669 5.153 -4.760
C 1.076 -2.527 -1.095
C -2.330 -6.397 -1.016
C 2.860 4.792 -3.199
C 3.043 1.991 5.897
C 3.353 0.952 3.771
C -0.164 -2.684 -1.966
C -2.465 -7.188 -2.300
C 5.487 3.953 0.808
C -10.212 -3.062 -0.557
C -5.074 -5.530 -1.154
C -10.790 -2.245 -1.697
C 6.407 3.761 -0.353
C 0.728 -2.160 3.372
C -1.619 0.028 3.189
C 2.185 -0.396 -2.778
C 0.454 -1.937 4.844
C -1.525 -1.438 2.820
C -8.125 -3.360 -1.792
C 4.777 3.962 -4.470
C 2.393 5.614 -4.386
H 3.771 3.885 6.033
H -6.840 -1.963 -2.807
H -10.314 -2.418 -2.659
H 5.949 3.642 1.707
H 1.556 -0.112 -1.939
H 1.111 -3.311 -0.344
H 0.868 -0.970 5.129
H 0.964 -2.715 5.404
H 3.664 3.751 -0.125
H 1.589 -0.382 -3.689
H 1.442 1.938 3.673
H 6.269 4.973 -5.652
H -0.599 -1.971 5.116
H -1.913 -2.090 3.607
H 2.763 5.266 -5.348
H 1.106 -1.586 -0.547
H 4.405 2.825 7.180
H -8.250 -1.212 -2.047
H -11.839 -2.504 -1.799
H 4.998 2.769 5.552
H -1.844 -6.747 -3.078
H -2.117 -1.631 1.934
H 0.963 5.364 0.731
H -1.292 -6.399 -0.690
H -2.152 -8.221 -2.146
H 1.832 6.461 2.465
H -4.843 -6.506 -0.733
H 6.206 2.861 -0.869
H -2.914 -6.826 -0.201
H 4.113 3.731 -5.305
H 6.336 5.332 -3.918
H 5.388 3.077 -4.304
H 2.972 0.349 -2.852
H 2.050 1.337 2.214
H 0.188 4.019 3.469
H 2.704 6.646 -4.236
H -1.017 0.264 4.066
H -7.344 -4.103 -1.671
H -0.201 -1.920 -2.744
H 1.309 5.574 -4.417
H 4.334 1.157 3.421
H -5.419 -5.654 -2.179
H -8.698 -3.652 -2.674
H -1.251 0.645 2.371
H -2.653 0.303 3.397
H -0.146 -3.654 -2.465
H -3.492 -7.191 -2.665
H 4.086 4.237 3.483
H 7.408 3.735 -0.004
H -6.907 -1.754 -1.053
H 6.338 4.583 -1.019
H 3.158 -0.040 3.472
H -1.075 -2.616 -1.377
H -10.709 -1.191 -1.444
H -5.875 -5.108 -0.557
H 5.088 6.062 -4.913
*
```

Properties
LUMO level (eV): 1.6
Gap between HOMO and LUMO (eV): 6.08
Energy (eV): -210938.8906

Löwdin population analysis, charges in e, atoms 1 to 5:
1 Br 0.691
2 Br 0.669
3 P 0.516
4 Al 0.168
5 O -0.007

---

Density functional theory data (ωB97M-V with the def2-TZVPD basis set) for 9 unconnected molecules or ions with the total composition C27H56BNO8 at a distorted geometry.

Geometry as ORCA input:
```
! RIJCOSX wB97M-V def2-TZVPD def2/J DEFGRID3
* xyz 0 1
O 1.617 1.098 -0.133
O -7.486 1.439 4.950
O -10.085 -1.226 6.884
O 6.547 -0.496 -1.694
O 7.412 -5.428 -0.619
O -7.827 0.200 -2.879
O 2.922 4.641 -4.981
O 7.172 -3.608 -5.337
N -2.063 1.435 2.312
C 5.289 -4.750 -6.231
C 1.837 1.553 -2.454
C 4.536 5.958 -3.835
C 8.201 -5.136 0.248
C -7.340 -0.887 5.433
C 8.869 -3.782 0.304
C -2.837 3.691 1.649
C -11.739 -0.552 8.447
C -7.651 0.759 -0.574
C -10.175 1.123 7.286
C -6.764 2.282 -2.447
C 6.762 -4.554 -5.967
C 8.568 -6.115 1.338
C 2.351 1.141 -1.094
C -10.607 -0.309 7.475
C -3.001 2.223 1.950
C -6.781 0.500 5.248
C 6.886 -1.425 -2.394
C -7.454 0.996 -2.052
C -4.413 1.707 1.811
C 3.133 5.562 -4.228
C 7.699 -5.597 -6.525
C 6.168 -2.748 -2.351
C 8.052 -1.307 -3.346
C 2.004 6.372 -3.634
C -5.295 0.673 5.449
C 3.813 0.789 -1.002
B -0.808 1.677 1.628
H 8.723 -5.340 -6.266
H 6.856 -3.539 -2.053
H -8.153 -0.193 -0.424
H -0.069 2.518 2.066
H 4.045 -0.047 -1.659
H 0.775 1.779 -2.388
H 4.726 -3.936 -5.779
H 4.733 6.988 -4.135
H 4.426 1.643 -1.294
H 1.054 5.987 -3.994
H 8.621 -3.281 1.240
H -2.887 3.908 0.582
H 7.459 -6.576 -6.109
H -5.764 2.319 -2.012
H 4.057 0.511 0.020
H 7.722 -1.483 -4.368
H -12.633 -0.018 8.121
H -8.409 -0.889 5.262
H -4.757 1.999 0.823
H -8.260 1.555 -0.143
H 8.818 -2.041 -3.093
H -11.956 -1.616 8.494
H -5.017 0.392 6.466
H -6.684 2.333 -3.530
H -5.028 1.714 5.285
H -6.684 0.737 -0.069
H -5.019 2.160 2.594
H 8.025 -7.044 1.189
H -9.365 1.180 6.563
H 4.660 5.874 -2.754
H -7.337 3.140 -2.090
H 1.985 0.747 -3.173
H 7.605 -5.641 -7.611
H 8.309 -5.702 2.314
H 8.529 -3.167 -0.525
H 8.474 -0.307 -3.268
H 2.367 2.442 -2.802
H 9.640 -6.318 1.313
H -9.838 1.538 8.237
H -7.148 -1.238 6.447
H 9.952 -3.898 0.240
H -4.750 0.048 4.740
H 5.357 -2.696 -1.627
H 2.100 7.418 -3.926
H 5.249 5.301 -4.327
H 2.028 6.305 -2.545
H 5.099 -4.760 -7.305
H -4.381 0.629 1.899
H -11.460 -0.199 9.442
H -3.676 4.216 2.101
H -1.912 4.086 2.047
H -6.862 -1.566 4.723
H -0.564 1.085 0.641
H 5.763 -2.979 -3.336
H -11.013 1.718 6.919
H 4.955 -5.696 -5.803
*
```

Properties
LUMO level (eV): 0.6
Gap between HOMO and LUMO (eV): 8.95
SMILES: BN=C(C)C.CC(C)=O.CC(C)=O.CC(C)=O.CC(C)=O.CC(C)=O.CC(C)=O.CC(C)=O.CC(C)=O
Energy (eV): -47452.1493

Löwdin population analysis, charges in e, atoms 1 to 5:
1 O 0.033
2 O 0.051
3 O 0.061
4 O 0.048
5 O 0.066